[1]
22
Properties=species:S:1:pos:R:3 method="wB97M-V/def2-TZVPD" e_homo_ev="-9.8304 / -9.8082" multiplicity=2 charge=0 lumo_ev="0.9 / -2.2" de_lowest_kj_mol=0.0 total_energy_ha=-404.05608
C -1.27323 1.12182 0.28715
O -0.44766 1.82486 -0.51080
C -1.00345 -0.41369 0.11591
C 0.48496 -0.74198 0.04235
C 1.29959 -0.59909 1.33012
C 2.79269 -0.74534 1.05149
N -1.79611 -1.14926 1.07167
H -2.32546 1.27983 0.01586
H -1.20977 1.37690 1.36114
H -1.35458 -0.59597 -0.89915
H 0.95721 -0.15981 -0.74837
H 0.57028 -1.75999 -0.36333
H 0.95041 -1.33654 2.04707
H 1.03841 0.36868 1.76850
H 2.93588 -1.60600 0.39647
H 3.37529 -0.92948 1.95182
H 3.14575 0.15696 0.55017
H -1.33812 -2.02379 1.31416
H -1.79967 -0.65105 1.96102
H 0.50398 0.59721 -3.26949
H -0.48937 1.20227 -2.23196
O -0.43641 0.77790 -3.10090

[2]
22
Properties=species:S:1:pos:R:3 method="wB97M-V/def2-TZVPD" e_homo_ev=-14.1057 multiplicity=1 charge=+1 lumo_ev=-4.8 de_lowest_kj_mol=383.5 total_energy_ha=-403.79530
C 2.17388 0.07901 -1.12651
C 2.00325 1.35945 -0.30471
C 0.64430 1.55328 0.41224
C 0.30394 2.64673 1.09259
C -0.27106 -0.64250 0.49998
N -0.41234 0.57359 0.13451
H 2.94288 -0.61573 -0.74827
H 1.37980 -0.58482 -1.28728
H 2.67075 0.39885 -2.15643
H 2.88502 1.43507 0.26966
H 1.98520 2.07909 -1.20382
H 0.99158 3.53250 1.30196
H -0.76607 2.80698 1.46555
H -0.94075 -1.51244 0.29083
H 0.46584 -1.03712 1.23206
H -1.11799 0.87381 -0.61636
H -1.82076 -3.90784 2.79391
H -2.41704 -2.54080 2.38817
O -1.65554 -3.25770 2.20130
H -3.15257 -0.66559 -2.90234
H -3.25324 -1.49921 -1.56923
O -2.63907 -1.07461 -2.16785

[3]
22
Properties=species:S:1:pos:R:3 method="wB97M-V/def2-TZVPD" e_homo_ev=-14.1445 multiplicity=1 charge=+1 lumo_ev=-4.2 de_lowest_kj_mol=216.4 total_energy_ha=-403.85894
C 2.09152 -0.17195 -0.50629
O 1.21702 0.74268 -1.29329
C 1.29687 -0.60695 0.71225
C 0.56420 0.49847 1.43775
C -0.60297 1.26284 0.79617
C -2.61096 0.36428 -0.30373
N -1.36789 0.36913 -0.08470
H 2.21104 -0.94525 -1.25701
H 3.00009 0.41123 -0.37619
H 1.49793 1.63251 -1.08346
H 2.04850 -1.03500 1.38618
H 0.63591 -1.43201 0.50395
H 0.07193 0.08224 2.32780
H 1.14084 1.17781 2.07580
H -1.19590 1.71360 1.55969
H -0.31763 2.03368 0.10510
H -2.99904 -0.48286 -0.85279
H -3.18133 1.16901 0.13460
H -0.81058 -0.30612 -0.56316
H -0.33814 -1.84781 -2.05040
H -1.20077 -2.75564 -1.14534
O -1.15065 -1.87387 -1.52290

[4]
22
Properties=species:S:1:pos:R:3 method="wB97M-V/def2-TZVPD" e_homo_ev=-13.8639 multiplicity=1 charge=+1 lumo_ev=-3.2 de_lowest_kj_mol=334.5 total_energy_ha=-403.81397
C -1.30350 -1.51526 -0.27046
O -0.03034 -1.03769 -0.86877
C -1.54984 -0.69042 0.90783
C -0.16661 -0.22427 1.49917
C 0.07635 1.09323 0.90373
C -0.64335 2.14818 1.30003
N 1.20835 1.07593 -0.07962
H -1.94504 -1.51212 -1.19757
H -1.24006 -2.50657 0.13392
H -0.19084 -1.06840 -1.80190
H -2.19140 -1.13627 1.74477
H -2.06303 0.17412 0.63365
H -0.33008 -0.29584 2.68062
H 0.59097 -1.09210 1.40913
H -1.37671 2.02564 2.11051
H -0.54274 3.22372 0.93234
H 1.17969 0.09353 -0.64485
H 2.17581 1.12642 0.41447
H 0.97702 1.82074 -0.66412
H 3.19561 -0.68316 -2.74514
H 1.98637 -0.19913 -3.59719
O 2.18337 -0.82027 -2.80055

[5]
22
Properties=species:S:1:pos:R:3 method="wB97M-V/def2-TZVPD" e_homo_ev=-13.4829 multiplicity=1 charge=+1 lumo_ev=-3.1 de_lowest_kj_mol=317.0 total_energy_ha=-403.82062
C 0.13566 -2.09910 0.50944
O 0.40685 -0.85449 1.29988
C -1.18863 -1.91287 -0.31614
C -0.68602 -1.01394 -1.49313
C -0.08503 0.28801 -0.93959
C -0.74017 1.46464 -0.80385
N 0.10526 2.53861 -0.09876
H 0.97943 -2.19423 -0.05501
H 0.14449 -2.86705 1.26398
H -0.29550 -0.74184 2.07681
H -1.78906 -2.65498 -0.75950
H -1.94203 -1.29258 0.13863
H 0.01980 -1.56281 -2.10529
H -1.57514 -0.79190 -2.20824
H 1.01971 0.48303 -0.69959
H -1.70097 1.73879 -1.03223
H -0.19852 2.67502 0.83164
H 0.32168 3.44578 -0.66066
H 1.07103 2.15133 0.09899
H 2.67656 1.11462 1.22745
H 1.51676 0.67058 2.13714
O 1.80385 1.41538 1.58802

[6]
22
Properties=species:S:1:pos:R:3 method="wB97M-V/def2-TZVPD" e_homo_ev="-18.1864 / -18.1865" multiplicity=2 charge=+2 lumo_ev="-9.5 / -13.4" de_lowest_kj_mol=137.6 total_energy_ha=-403.33806
C 3.15982 1.17047 1.13330
C 2.51498 -0.19470 0.88711
C 1.23960 -0.17734 0.19809
C 0.34233 -1.21112 0.41695
N -0.99091 -1.21207 -0.18787
C -1.14873 -1.87660 -1.26094
H 3.12281 1.42958 2.20364
H 2.62231 2.07600 0.82916
H 4.17947 1.23820 0.76462
H 2.45955 -0.67385 1.87811
H 3.16056 -0.89076 0.30460
H 0.99988 0.49127 -0.62487
H 0.51744 -2.02027 1.12489
H -1.64527 -0.62141 0.35180
H -0.40245 -2.44702 -1.80846
H -2.09859 -1.85048 -1.80364
H -3.79272 1.18088 0.41650
H -2.87656 2.14907 1.22666
O -3.02415 1.22609 1.00452
H -2.08246 1.11549 -2.24459
H -3.55054 0.71478 -2.54775
O -2.70635 0.38380 -2.26182

[7]
23
Properties=species:S:1:pos:R:3 method="wB97M-V/def2-TZVPD" e_homo_ev=-3.8629 multiplicity=1 charge=-1 lumo_ev=3.9 de_lowest_kj_mol=297.3 total_energy_ha=-479.29830
C 1.64602 -0.40209 1.13266
O 1.82833 0.51238 0.24038
C 0.10180 -0.57164 1.86317
C -0.79156 -0.52535 0.63707
C -1.97339 0.51315 0.78400
C -0.82955 2.35763 -0.10286
N -1.82101 1.63482 -0.23211
H 1.85047 -1.31198 0.52575
H 2.32777 -0.37839 2.02521
H -0.21322 0.27618 2.39461
H 0.30236 -1.57522 2.40889
H -1.36379 -1.59906 0.46852
H -0.15298 -0.29097 -0.31895
H -2.28229 0.95603 1.80854
H -2.90195 0.04358 0.61512
H -0.48976 3.04148 -0.86213
H -0.21881 2.39456 0.71103
H 1.12231 -1.51628 -2.42838
H 0.09810 -2.10441 -3.41759
O 0.66749 -2.36635 -2.76758
H 0.31096 0.42286 -2.34771
H 1.57821 0.32996 -1.06616
O 1.20449 0.15910 -2.07149

[8]
22
Properties=species:S:1:pos:R:3 method="wB97M-V/def2-TZVPD" e_homo_ev="3.9670 / -0.4666" multiplicity=2 charge=-2 lumo_ev="6.2 / 6.2" de_lowest_kj_mol=73.0 total_energy_ha=-726.95893
C -1.24635 -0.11008 -1.07331
C -1.59495 -1.59634 -1.00194
S -0.93387 -2.44497 0.55824
C 0.26226 0.09038 -1.20817
N 0.83196 1.41670 -0.91213
C 2.19953 1.34971 -0.35021
C 2.25360 1.24387 1.16139
H -1.43530 0.33387 -0.08776
H -1.79089 0.52034 -1.79457
H -1.24855 -2.23312 -1.82266
H -2.66311 -1.77720 -1.07302
H 0.56527 -0.13081 -2.26266
H 0.83374 -0.62709 -0.61605
H 0.26082 1.93380 -0.25484
H 2.73722 0.60822 -0.93564
H 2.69870 2.28549 -0.62898
H 2.14066 2.25883 1.56243
H 1.44361 0.62629 1.55241
H 3.16015 0.77379 1.58667
H -2.89834 -0.81387 2.24884
H -2.48382 -2.19486 2.49624
O -3.09233 -1.51296 2.85572